(1)
{
  "formula": "C3H7NO2",
  "method": "ωB97M-V/def2-TZVPD",
  "energy_ev": -8809.05013,
  "homo_energy_ev": -9.79,
  "lumo_energy_ev": 0.6,
  "species": ["N", "C", "O", "C", "C", "O", "H", "H", "H", "H", "H", "H", "H"],
  "positions_angstrom": [[-1.244, -1.114, -0.971], [-0.656, 0.160, -1.254], [-0.569, 0.619, -2.363], [-0.215, 0.926, 0.005], [1.001, 0.268, 0.656], [0.590, -0.958, 1.252], [-0.582, -1.615, -0.369], [-1.893, -0.780, -0.258], [-1.011, 0.964, 0.767], [0.011, 1.949, -0.295], [1.768, 0.089, -0.111], [1.424, 0.939, 1.415], [1.376, -1.446, 1.527]],
  "forces_ev_per_angstrom": [[-0.1, 0.2, 0.1], [0.1, 0.5, -0.1], [0.1, -0.3, 0.5], [0.1, 0.1, -0.1], [0.1, 0.3, -0.2], [0.2, -0.2, 0.1], [0.0, 0.0, -0.2], [-0.6, -0.7, 0.1], [0.1, -0.1, -0.3], [0.2, 0.0, 0.1], [0.0, 0.0, 0.1], [-0.1, -0.1, -0.1], [-0.2, 0.1, 0.0]]
}



(2)
{
  "formula": "CH6N5S",
  "method": "ωB97M-V/def2-TZVPD",
  "energy_ev": -19407.91506,
  "charge": 1,
  "homo_energy_ev": -13.24,
  "lumo_energy_ev": -4.8,
  "species": ["C", "N", "N", "N", "N", "N", "S", "H", "H", "H", "H", "H", "H"],
  "positions_angstrom": [[-2.740, -0.608, -0.081], [-0.375, -0.052, 0.088], [-2.438, -1.800, 0.067], [1.897, -0.065, -0.028], [0.673, 1.920, 0.015], [0.626, 0.521, 0.097], [-3.565, 0.727, 0.043], [-0.863, -0.898, 0.408], [-2.469, -2.515, -0.626], [1.987, -1.076, -0.251], [2.696, 0.424, -0.307], [-0.122, 2.478, -0.336], [1.643, 2.101, -0.202]],
  "forces_ev_per_angstrom": [[-3.2, -1.8, 0.6], [-3.6, -0.3, 1.3], [0.7, 2.7, 0.2], [-1.2, -1.7, 1.0], [1.6, -1.5, 0.5], [3.7, 1.7, -2.3], [1.1, -0.4, -0.3], [1.2, -1.1, -0.4], [0.0, -0.5, -0.5], [-1.1, 1.1, 0.5], [0.9, 1.5, -0.3], [0.5, -1.1, 0.2], [-0.5, 1.3, -0.2]]
}



(3)
{
  "formula": "C23H21N3O4S2",
  "method": "ωB97M-V/def2-TZVPD",
  "energy_ev": -58523.49318,
  "homo_energy_ev": -7.83,
  "lumo_energy_ev": 0.4,
  "species": ["C", "O", "C", "C", "C", "C", "N", "C", "O", "C", "S", "C", "N", "C", "C", "C", "C", "C", "C", "C", "O", "N", "C", "C", "C", "C", "C", "S", "C", "O", "C", "C", "H", "H", "H", "H", "H", "H", "H", "H", "H", "H", "H", "H", "H", "H", "H", "H", "H", "H", "H", "H", "H"],
  "positions_angstrom": [[0.396, 2.122, -5.606], [-0.540, 2.466, -4.613], [-0.768, 1.579, -3.604], [-0.139, 0.353, -3.457], [-0.459, -0.461, -2.380], [-1.402, -0.068, -1.450], [-1.750, -0.832, -0.330], [-1.560, -2.156, -0.127], [-1.074, -2.933, -0.913], [-2.074, -2.614, 1.239], [-1.608, -1.455, 2.553], [0.140, -1.571, 2.390], [0.591, -2.499, 1.634], [1.944, -2.620, 1.484], [2.448, -3.598, 0.622], [3.809, -3.741, 0.480], [4.691, -2.922, 1.187], [4.207, -1.948, 2.030], [2.829, -1.784, 2.187], [2.299, -0.732, 3.043], [2.959, 0.064, 3.677], [0.895, -0.676, 3.084], [0.279, 0.442, 3.769], [-0.195, 1.467, 2.787], [0.188, 1.644, 1.495], [-0.437, 2.755, 0.882], [-1.287, 3.398, 1.717], [-1.349, 2.661, 3.271], [-2.047, 1.176, -1.598], [-2.972, 1.479, -0.636], [-3.693, 2.681, -0.762], [-1.725, 1.985, -2.668], [0.409, 2.960, -6.302], [1.398, 1.986, -5.185], [0.100, 1.213, -6.139], [0.599, 0.012, -4.164], [0.022, -1.418, -2.265], [-2.268, -0.309, 0.366], [-3.165, -2.648, 1.247], [-1.664, -3.596, 1.468], [1.746, -4.213, 0.081], [4.202, -4.496, -0.185], [5.755, -3.053, 1.067], [4.866, -1.295, 2.582], [-0.550, 0.087, 4.391], [1.054, 0.869, 4.418], [0.897, 1.015, 0.985], [-0.248, 3.050, -0.135], [-1.882, 4.270, 1.532], [-4.360, 2.714, 0.098], [-4.283, 2.696, -1.683], [-3.029, 3.550, -0.740], [-2.194, 2.942, -2.824]],
  "forces_ev_per_angstrom": [[0.1, -0.1, -0.1], [-0.2, 0.1, 0.2], [0.0, -0.2, 0.1], [0.1, 0.4, -0.3], [-0.2, 0.0, 0.2], [0.0, 0.0, -0.2], [-0.3, 0.5, 0.0], [-0.2, -0.2, 0.3], [0.1, -0.2, -0.3], [0.4, 0.0, 0.2], [-0.5, 0.0, 0.3], [-0.3, -0.6, -0.4], [-0.5, 0.0, 0.1], [0.6, 0.3, 0.2], [0.1, 0.0, 0.0], [-0.1, 0.0, 0.0], [0.1, 0.1, 0.1], [0.0, 0.0, 0.0], [0.0, -0.4, -0.4], [0.0, 0.1, 0.1], [0.1, 0.0, 0.0], [0.2, 0.0, 0.1], [0.0, 0.3, 0.3], [-0.2, 0.4, 0.1], [0.0, -0.2, 0.3], [-0.1, 0.2, 0.0], [-0.1, 0.0, 0.3], [0.3, -0.2, -0.4], [0.1, -0.1, -0.1], [0.3, -0.4, -0.2], [-0.1, 0.2, 0.0], [0.0, 0.1, 0.0], [0.0, -0.1, 0.0], [0.0, 0.0, 0.0], [0.0, 0.0, 0.0], [0.1, 0.0, -0.1], [0.0, -0.1, 0.0], [0.2, -0.2, 0.0], [0.0, 0.0, 0.0], [-0.1, 0.1, -0.2], [-0.1, -0.1, -0.1], [0.0, -0.1, -0.1], [0.1, 0.0, 0.0], [0.1, 0.0, 0.0], [0.1, 0.0, 0.0], [-0.2, -0.2, -0.1], [0.1, -0.2, 0.0], [0.0, 0.1, -0.2], [-0.1, 0.2, -0.1], [0.0, 0.1, -0.1], [0.0, 0.0, 0.0], [0.0, 0.0, 0.0], [-0.1, 0.1, 0.0]]
}



(4)
{
  "formula": "C5H11N",
  "method": "ωB97M-V/def2-TZVPD",
  "energy_ev": -6852.66838,
  "homo_energy_ev": -9.35,
  "lumo_energy_ev": 1.1,
  "species": ["C", "C", "C", "C", "C", "N", "H", "H", "H", "H", "H", "H", "H", "H", "H", "H", "H"],
  "positions_angstrom": [[0.330, 0.647, -2.478], [-0.063, 0.679, -1.214], [-0.604, -0.522, -0.489], [-0.290, -0.518, 1.004], [1.184, -0.570, 1.264], [-0.896, 0.605, 1.753], [0.753, 1.517, -2.955], [0.257, -0.238, -3.105], [0.091, 1.603, -0.667], [-1.681, -0.623, -0.682], [-0.186, -1.434, -0.913], [-0.856, -1.355, 1.399], [1.607, 0.431, 1.127], [1.449, -0.935, 2.253], [1.723, -1.174, 0.525], [-0.943, 1.485, 1.245], [-1.875, 0.402, 1.933]],
  "forces_ev_per_angstrom": [[0.1, 0.1, -0.2], [0.3, -0.5, -0.3], [-0.1, 0.2, -0.3], [-1.5, 0.5, 0.1], [1.0, 0.0, -0.4], [-0.5, 0.3, 0.0], [0.0, 0.2, 0.0], [0.0, 0.0, 0.2], [-0.2, 0.0, 0.1], [0.0, 0.3, 0.3], [0.2, 0.0, -0.2], [0.5, -0.6, 0.2], [-0.1, 0.0, 0.2], [-0.1, 0.1, 0.1], [-0.2, -0.2, 0.1], [0.5, -0.2, -0.1], [0.1, -0.1, 0.1]]
}